(1)
Molecular formula: C7H13NO
Method: DFT, ωB97M-V/def2-TZVPD

XYZ file:
```
22
Properties=species:S:1:pos:R:3:forces:R:3:mulliken_charge:R:1
O 0.216602 2.357830 -0.878128 -2.99 1.51 0.37 -0.612
H -0.687106 2.388747 -0.256737 2.74 0.99 -2.05 0.477
H -1.680385 0.657452 2.941504 -0.01 0.10 -0.14 0.392
H -0.127744 0.135371 -1.974603 0.12 -0.03 0.00 0.269
H -2.491619 0.855865 -0.681938 0.11 -0.38 -0.14 0.243
C -0.854165 1.098045 2.370778 0.32 0.08 -0.01 -1.245
H 0.038447 0.491136 2.574075 -0.11 0.09 -0.08 0.290
H 0.247739 -2.251295 -2.541018 -0.01 0.03 0.01 0.321
C 0.480426 1.150866 -0.369816 -1.21 -0.96 2.88 -0.147
H -0.646669 2.091678 2.777571 -0.01 -0.03 0.04 0.245
H 0.948672 -3.223869 -1.247699 0.02 0.02 0.00 0.374
H -0.549136 -2.316741 -0.966526 0.02 0.02 -0.01 0.297
C 1.220440 -1.109544 -1.004440 -0.01 0.08 0.05 0.854
C 2.410323 -1.185740 -0.414147 -0.11 -0.07 0.02 -0.988
H -3.135553 0.453711 0.991161 0.02 0.13 0.04 0.309
H 2.853014 -2.146287 -0.191749 -0.07 0.00 -0.02 0.257
C -2.284315 0.756590 0.381196 -0.01 0.79 -0.08 -0.921
H 1.177048 1.088647 0.460783 0.34 -0.10 -0.18 0.257
C 0.423870 -2.295773 -1.462768 0.06 0.01 0.02 -1.277
C -1.126031 1.175557 0.894545 1.00 -2.19 -0.52 0.364
N 0.594921 0.133287 -1.266007 -0.20 -0.16 -0.20 -0.091
H 2.971219 -0.305533 -0.136038 -0.01 0.06 -0.02 0.329
```
Positions in Å, forces in eV/Å.

Computed properties:
Energy relative to the best compared isomer or geometry (same formula, charge and spin), kcal per mole: 96.2
Lowest unoccupied orbital energy, eV: 0.70
Calculated total energy, Ha: -404.3741
HOMO-LUMO gap, hartree: 0.321

---

(2)
Molecular formula: C7H13NO
Method: DFT, ωB97M-V/def2-TZVPD

XYZ file:
```
22
Properties=species:S:1:pos:R:3:forces:R:3:mulliken_charge:R:1
H 0.897799 0.718790 1.073375 -0.14 -0.44 -0.13 0.345
C -0.539705 -1.610144 0.725124 1.71 -0.91 -1.34 -0.630
H -0.664856 2.705261 1.164282 0.05 0.05 0.03 0.418
H 0.160228 1.783244 -1.698156 0.13 -0.02 0.13 0.274
H -2.038287 0.301961 -1.535501 0.70 0.94 -0.45 0.237
H -1.424830 1.214664 1.717480 -0.06 0.00 0.03 0.315
H -1.072889 -2.509815 0.405334 -0.04 0.12 0.06 0.335
H 2.771188 -1.836642 0.158596 -0.26 0.22 -0.05 0.404
C 1.692020 -1.700869 -0.024009 -0.64 -0.38 -1.31 -0.062
H -1.394358 -1.221830 -2.218803 -0.61 -1.06 0.49 0.296
C -1.381518 -0.537978 -1.387759 -0.34 0.51 -0.69 -1.117
C 0.856640 1.648986 -0.862641 -0.03 -0.01 -0.06 -1.394
H -1.000801 -1.198090 1.620041 -0.08 0.19 -0.16 0.240
H 1.211735 -1.989850 1.947016 0.10 -0.09 -0.15 0.236
C -0.986839 1.710947 0.850165 -0.04 -0.13 -0.05 -1.360
N 0.860723 -1.944413 1.003024 0.30 -0.01 0.50 -0.119
C 0.172063 0.908589 0.274906 -1.63 -1.61 -1.42 0.370
C -0.475594 -0.594073 -0.404273 -1.20 3.48 3.18 0.701
H 1.205844 2.634896 -0.544322 -0.05 0.00 0.06 0.437
H -1.771027 1.836495 0.100730 0.02 0.04 0.02 0.260
O 1.203649 -1.410782 -1.139316 2.15 -0.90 1.39 -0.511
H 1.718815 1.090650 -1.225289 -0.03 0.00 -0.10 0.327
```
Positions in Å, forces in eV/Å.

Computed properties:
SMILES: C=C(CNC=O)C(C)C
Energy relative to the best compared isomer or geometry (same formula, charge and spin), kcal per mole: 79.0
Lowest unoccupied orbital energy, eV: 0.62
Calculated total energy, Ha: -404.4016
HOMO-LUMO gap, hartree: 0.280

---

(3)
Molecular formula: C7H13NO2
Method: DFT, ωB97M-V/def2-TZVPD

XYZ file:
```
23
Properties=species:S:1:pos:R:3:forces:R:3:mulliken_charge:R:1
H 1.574001 1.427316 1.532615 -0.11 -0.15 -0.08 0.438
C -1.065218 1.067236 -0.746205 0.40 2.60 -1.09 -0.149
H 1.087188 -2.700969 -0.062377 -0.09 0.18 0.02 0.452
C -1.252601 -1.269104 0.436276 1.35 -0.84 0.51 -0.717
C 0.258676 -0.733620 0.293052 -2.58 -0.49 0.19 0.494
H -0.328403 0.708493 -2.626215 -0.23 -0.23 0.27 0.234
H 2.243791 -1.359127 -0.195902 -0.11 -0.12 -0.08 0.331
H 0.051118 -2.073997 2.059163 0.14 0.12 -0.02 0.282
H 1.962479 1.586644 -0.839184 -0.35 -0.28 -0.15 0.379
H -2.024768 0.996311 -2.539757 0.19 0.08 0.14 0.275
O -1.895896 1.802500 -0.208380 0.76 -1.65 -0.10 -0.633
C 0.335591 0.741414 -0.112918 -0.53 0.24 0.30 1.815
C 0.623344 1.685207 1.054436 -0.02 0.16 -0.12 -1.880
H -0.164311 1.670179 1.811424 0.10 -0.05 -0.24 0.379
H -0.591948 -0.407096 2.354668 0.10 0.02 -0.09 0.234
H -1.425820 -2.259112 0.027046 0.20 -0.01 0.06 0.327
H -2.185547 -0.726799 0.542761 0.45 0.63 -0.51 0.292
H 0.695510 2.716166 0.690862 -0.09 -0.10 0.00 0.550
C 1.213191 -1.668022 -0.400557 0.04 0.00 -0.14 -1.509
C -0.322828 -1.155003 1.617940 0.17 -0.25 0.04 -0.823
H 1.051320 -1.632681 -1.482337 0.15 -0.07 0.13 0.273
N -1.181404 0.685091 -2.077244 0.10 -0.09 0.68 -0.419
O 1.342535 0.898972 -1.129166 -0.05 0.28 0.26 -0.626
```
Positions in Å, forces in eV/Å.

Computed properties:
SMILES: CC1([C@@](C)(O)C(N)=O)CC1
Energy relative to the best compared isomer or geometry (same formula, charge and spin), kcal per mole: 39.8
Lowest unoccupied orbital energy, eV: 0.73
Calculated total energy, Ha: -479.7331
HOMO-LUMO gap, hartree: 0.365

---

(4)
Molecular formula: C7H13NO2
Method: DFT, ωB97M-V/def2-TZVPD

XYZ file:
```
23
Properties=species:S:1:pos:R:3:forces:R:3:mulliken_charge:R:1
O -1.289557 1.011164 2.404679 0.04 -0.37 -0.61 -0.615
N 0.106639 -0.712989 2.837978 0.09 -0.23 -0.20 -0.315
H 0.453696 -0.069140 -4.015843 0.37 0.11 0.12 0.285
H 0.814268 -1.456885 -2.001134 -0.03 0.05 0.16 0.330
H -1.374393 0.531091 -0.684397 -0.11 -0.01 0.20 0.347
C -0.639735 -0.210590 -0.386295 2.25 -0.99 -6.08 0.247
C 0.281862 -0.510966 -1.957945 -2.49 0.11 1.94 -0.492
H -0.444872 1.168414 -3.003443 -0.07 -0.04 0.05 0.251
C 0.641315 1.898004 0.188633 0.15 -0.29 0.09 -1.773
O 1.640998 -0.312319 0.416335 0.34 -0.49 -0.02 -0.546
H -0.476994 -2.248180 0.289776 -0.09 -0.09 0.13 0.299
H 0.856464 -1.286853 2.493592 0.07 0.12 -0.01 0.213
C -0.436515 0.232952 2.037077 2.11 1.32 -0.78 0.236
H 1.225090 2.266133 1.033089 0.07 0.02 -0.07 0.430
C 0.119596 0.241933 -3.030367 -0.24 0.05 -0.12 -0.638
H -0.106807 -0.731067 3.827093 -0.14 0.00 -0.26 0.260
H -0.322599 2.397421 0.216620 -0.05 -0.02 -0.04 0.381
H 1.159834 2.149623 -0.736469 0.00 0.04 -0.18 0.495
H -1.760077 -1.955590 -0.899655 0.16 -0.02 -0.10 0.511
H -2.020768 -1.422547 0.722245 0.18 -0.08 0.34 0.376
C -1.244076 -1.546285 -0.031312 -0.05 0.24 0.00 -1.652
C 0.470470 0.403269 0.317429 -2.49 0.58 5.39 1.010
H 2.346159 0.163406 -0.037688 -0.05 -0.01 0.05 0.361
```
Positions in Å, forces in eV/Å.

Computed properties:
Energy relative to the best compared isomer or geometry (same formula, charge and spin), kcal per mole: 78.6
Lowest unoccupied orbital energy, eV: 0.75
Calculated total energy, Ha: -479.6713
HOMO-LUMO gap, hartree: 0.323

---

(5)
Molecular formula: C7H13NO2
Method: DFT, ωB97M-V/def2-TZVPD

XYZ file:
```
23
Properties=species:S:1:pos:R:3:forces:R:3:mulliken_charge:R:1
O -2.594271 0.913674 -0.547261 -0.62 1.80 0.09 -0.540
H 3.085172 0.238958 0.193409 -1.52 -0.98 0.29 0.287
H 1.198012 -1.968386 1.393392 -0.89 -1.06 -0.39 0.324
H -0.996118 -1.970335 0.433706 -0.60 -0.03 -0.73 0.334
N -1.380025 -1.224239 -0.159899 0.33 -0.84 -0.55 -0.695
C -0.541595 -0.053331 0.111112 3.39 2.45 -1.95 0.793
C 0.561450 -0.133651 -1.233530 0.54 2.28 2.36 -1.257
O -1.079370 2.470132 -0.025709 0.74 1.00 0.48 -0.535
C 1.769879 -1.069096 -1.062455 0.01 2.07 0.64 -0.798
C 2.534877 -0.773189 0.260006 0.70 0.41 -1.14 -0.614
H 1.004333 0.847678 -1.473818 -0.30 0.13 0.66 0.371
H 3.452580 -1.411594 0.329124 -1.06 -0.14 0.20 0.352
H -2.644787 -0.038349 -0.376716 -0.01 -0.49 0.14 0.484
H 0.013786 -0.304195 -2.123584 -0.97 -0.73 -0.75 0.679
H 2.398861 -1.003242 -1.933396 0.43 0.49 -0.41 0.409
C 1.531910 -0.963599 1.419455 1.25 1.96 0.25 -0.667
H 0.729468 1.108433 1.568942 -0.04 0.19 -0.27 0.371
H -0.214002 -0.155612 2.364889 -0.56 0.15 0.22 0.409
H -1.357970 -1.496093 -1.234027 0.29 0.54 3.23 0.318
H 1.409632 -2.033009 -1.142401 -0.60 -2.53 0.56 0.366
H 2.128314 -0.987010 2.331178 -0.20 0.55 0.40 0.375
C 0.353501 0.098012 1.482960 0.04 -2.85 -2.19 -0.894
C -1.403017 1.340185 -0.082156 -0.37 -4.38 -1.15 0.127
```
Positions in Å, forces in eV/Å.

Computed properties:
SMILES: NC1(C(=O)O)CCCCC1
Energy relative to the best compared isomer or geometry (same formula, charge and spin), kcal per mole: 45.7
Lowest unoccupied orbital energy, eV: 0.68
Calculated total energy, Ha: -479.7237
HOMO-LUMO gap, hartree: 0.372

---

(6)
Molecular formula: C7H13NOPSc
Method: DFT, ωB97M-V/def2-TZVPD

XYZ file:
```
24
Properties=species:S:1:pos:R:3:forces:R:3:mulliken_charge:R:1
N 1.727339 -0.373672 2.140225 -0.40 0.13 0.32 -0.348
H 2.354921 -0.475094 2.938704 -0.17 -0.11 -0.83 0.221
H 0.978401 -3.180511 -0.979845 -0.35 -0.35 0.25 0.064
H -0.814007 3.516953 -2.223479 0.01 -0.25 0.30 0.433
C 0.463642 0.383616 -2.134404 -1.04 0.80 -1.53 -0.256
H -0.817475 -0.310927 4.028053 0.15 0.26 -0.45 0.267
C -0.886877 0.188396 -2.728703 1.29 0.84 0.50 -0.669
C 0.001342 0.362331 3.728635 0.31 -0.01 1.24 -1.072
O -0.317537 0.183277 1.352547 1.88 0.09 3.22 -0.476
H -1.186326 -0.673957 -3.329802 -0.04 0.21 0.40 0.471
H -0.312073 -3.252267 0.898543 0.25 -0.07 -1.02 0.063
H -0.327134 1.401943 3.875137 0.00 -0.37 -0.47 0.291
Sc -1.206271 -0.392744 -0.379840 -0.08 1.49 -0.70 0.144
H 0.804717 0.194017 4.452204 -0.03 0.03 -0.03 0.359
H -2.582608 1.638904 -2.993664 0.65 0.05 -0.02 0.385
C -0.628397 2.446207 -2.226592 0.41 -0.60 0.02 -0.475
C 0.481382 0.061053 2.361389 -1.73 0.12 -3.04 0.795
H -1.266704 -3.550415 -1.113940 0.97 -0.09 0.46 0.051
H 1.946134 -0.669398 1.177774 0.06 0.26 0.82 0.256
C -1.534602 1.476953 -2.706563 0.09 -1.05 0.18 -0.635
P -0.284678 -2.707478 -0.445267 -0.79 -0.59 0.05 -0.166
H 1.294597 -0.327782 -2.246029 -0.46 0.38 0.22 0.420
C 0.600347 1.802274 -1.910546 -0.75 -1.26 0.16 -0.529
H 1.511869 2.258317 -1.534544 -0.25 0.08 -0.05 0.403
```
Positions in Å, forces in eV/Å.

Computed properties:
Energy relative to the best compared isomer or geometry (same formula, charge and spin), kcal per mole: 0.0
Lowest unoccupied orbital energy (spin up / spin down), eV: 0.09 / 0.12
Calculated total energy, Ha: -1506.4659
HOMO-LUMO gap (spin up / spin down), hartree: 0.184 / 0.152